(1)
This record from the OMol25 dataset describes C9H16N4O4 in the gas phase in a non-equilibrium geometry. The level of theory is wB97M-V/def2-TZVPD.

```
! wB97M-V def2-TZVPD RIJCOSX def2/J DEFGRID3
* xyz 0 1
O 2.26732 1.82894 2.45892
O 0.81517 0.65528 -1.06950
O -1.68251 -2.47120 -0.75771
O -2.70545 1.04117 1.87909
N 3.23615 1.80800 0.45697
N -0.15626 -3.24055 -2.85065
N -0.54373 1.47323 2.06725
N -0.91793 -0.50096 -0.24428
C 2.18084 2.10306 1.27496
C -0.83527 -1.64093 -1.04528
C 0.20908 -1.99125 -2.10927
C 0.95946 2.79851 0.70470
C -1.76755 0.37780 3.97602
C -0.09194 0.61380 -0.27719
C -0.13216 -3.19228 -4.32264
C -0.30081 1.85625 0.67799
C -1.71866 0.98615 2.59113
H 0.75926 3.69785 1.23420
H 0.29751 1.43021 2.67385
H -0.91664 0.79864 4.54857
H 3.91856 1.24816 0.95385
H 3.12643 1.73434 -0.57441
H -1.08679 -3.53851 -2.57293
H 1.15726 3.13956 -0.31199
H -1.16129 2.38821 0.35116
H 0.32369 -1.14644 -2.79042
H -0.67657 -4.03275 -4.75492
H 0.89186 -3.24937 -4.69433
H -2.72092 0.55606 4.45915
H 1.23700 -2.15856 -1.66585
H -1.62942 -0.69747 4.01291
H -0.62008 -2.25815 -4.68003
H -1.71560 -0.41679 0.40067
*
```

Output
structure (SMILES)	CNCC(=O)NC(=O)[C@H](CC(N)=O)NC(C)=O
E_LUMO	0.545	eV
energy	-23744.1892	eV
energy above the lowest of the compared OMol25 structures with the same formula, charge and spin	18.3	kcal/mol
Kohn-Sham gap	9.394	eV

=====

(2)
This record from the OMol25 dataset describes C9H16N4O5 in the gas phase in a non-equilibrium geometry. The level of theory is wB97M-V/def2-TZVPD.

```
! wB97M-V def2-TZVPD RIJCOSX def2/J DEFGRID3
* xyz 0 1
O -2.89742 2.57152 -0.39099
O -1.37079 2.37532 -1.97272
O -0.88109 1.08811 1.82052
O -3.33307 -2.45509 -0.92473
O 1.39141 -1.13251 -1.37015
N 3.30306 -0.28416 -2.25351
N -0.72394 0.08063 -0.28599
N -2.63563 -2.21531 1.24351
N 1.78118 1.78455 1.89530
C -3.01250 -1.77397 0.00766
C 1.98582 -0.61568 1.19644
C 1.31607 0.85537 0.86675
C 2.50990 -0.68444 -1.20641
C -1.98177 0.35685 -0.87907
C -3.16783 -0.20767 -0.07693
C -0.23214 0.66191 0.84155
C 3.07594 -0.82358 0.21439
C -2.13375 1.82894 -1.01251
H 1.18971 -1.39457 1.09394
H 1.70671 1.23860 -0.08387
H -2.21590 -1.65965 2.04115
H -2.06708 -0.07635 -1.89805
H -3.38041 0.30757 0.84098
H 2.41037 -0.58631 2.21731
H 1.75012 1.29850 2.85535
H -2.30250 -3.17069 1.30911
H 3.84801 -0.00700 0.38919
H 1.09285 2.54012 2.04865
H -1.71951 3.37359 -1.99310
H -0.10688 -0.28278 -0.86315
H -4.00656 -0.14161 -0.74579
H 4.28365 -0.28646 -2.04717
H 3.49721 -1.87454 0.24238
H 3.02675 -0.68918 -3.12003
*
```

Output
structure (SMILES)	NC(=O)CC[C@H](N)C(=O)N[C@@H](CC(N)=O)C(=O)O
E_LUMO	0.489	eV
energy	-25791.2912	eV
energy above the lowest of the compared OMol25 structures with the same formula, charge and spin	44.9	kcal/mol
Kohn-Sham gap	9.954	eV

=====

(3)
This record from the OMol25 dataset describes an isolated ion of composition C9H16N5 and charge +1 in a non-equilibrium geometry. The level of theory is wB97M-V/def2-TZVPD.

```
! wB97M-V def2-TZVPD RIJCOSX def2/J DEFGRID3
* xyz 1 3
N -3.67133 1.25838 0.25612
N -1.66827 0.45904 -0.55827
N -3.69065 -1.00322 -0.40328
N -1.39282 1.73426 0.23655
N 0.38662 -0.17531 0.48791
C 3.83524 0.56318 -0.96932
C -2.87625 -1.97885 -0.37411
C 1.47581 -0.03471 -0.47030
C -1.44025 -1.84207 -0.17682
C -3.18273 0.28653 -0.66110
C 0.90236 -1.09617 1.57043
C 2.71173 0.87904 -0.02479
C -0.95705 -0.61067 -0.04916
C -2.78331 1.94120 0.79518
H -2.77560 2.64130 1.67113
H 4.77278 1.09414 -0.87553
H -3.56774 0.55093 -1.73813
H 3.49268 0.67127 -2.05551
H 1.33150 -1.88597 1.04553
H 1.62702 -0.70157 2.14381
H 0.23393 0.69685 0.93975
H -0.84350 -2.82228 0.00684
H -3.19087 -3.06377 -0.49389
H -1.17267 2.45908 -0.39319
H 1.16973 0.21325 -1.46186
H 3.11066 0.88628 0.96835
H 0.02670 -1.50161 2.22382
H 3.98489 -0.45180 -0.78183
H 1.84425 -1.02607 -0.58348
H 2.30714 1.85934 -0.27485
*
```

Output
E_LUMO (alpha / beta)	-2.535 / -6.223	eV
energy	-17029.6163	eV
energy above the lowest of the compared OMol25 structures with the same formula, charge and spin	31.7	kcal/mol
Kohn-Sham gap (alpha / beta)	7.191 / 7.050	eV

=====

(4)
This record from the OMol25 dataset describes a 2-piece molecular cluster, C9H16N6 overall in a non-equilibrium geometry. The level of theory is wB97M-V/def2-TZVPD.

```
! wB97M-V def2-TZVPD RIJCOSX def2/J DEFGRID3
* xyz 2 1
N -2.52533 1.38218 1.12418
N 2.53351 0.89693 -1.92109
N 0.51660 1.63036 -0.83641
N 1.74879 0.11441 2.68978
N -1.62822 1.65869 0.08642
N 0.08390 0.89809 1.29281
C -3.76351 1.64191 0.73124
C -2.35241 2.12160 -0.97232
C 0.24007 -2.81047 -0.28655
C -3.65668 2.08426 -0.59047
C 1.78191 1.03569 -0.81844
C -0.28522 1.37381 0.16900
C 0.81672 -4.21707 -0.66911
C 1.37399 0.56513 1.49788
C 2.29502 0.64146 0.43599
H -2.00819 0.84054 1.95459
H -4.43643 1.32814 1.39738
H 0.99691 -2.15830 0.00897
H 3.46903 0.54715 -1.69270
H 0.16320 2.20916 -1.54902
H 2.78605 0.16524 2.89450
H -2.04353 2.59175 -1.85282
H 1.04247 0.20860 3.39932
H 1.27031 -4.69053 0.14468
H -4.55798 2.55743 -1.07789
H 2.26381 1.09672 -2.90541
H 1.41374 -4.26744 -1.55368
H -0.10403 -4.67504 -0.99448
H -0.52544 -3.12987 0.40087
H -0.20483 -2.29205 -1.08165
H 3.29579 0.65150 0.57443
*
```

Output
E_LUMO	-8.155	eV
energy	-18515.7483	eV
energy above the lowest of the compared OMol25 structures with the same formula, charge and spin	0.0	kcal/mol
Kohn-Sham gap	8.078	eV

=====

(5)
This record from the OMol25 dataset describes an isolated ion of composition C9H16NS and charge +1 in a non-equilibrium geometry. The level of theory is wB97M-V/def2-TZVPD.

```
! wB97M-V def2-TZVPD RIJCOSX def2/J DEFGRID3
* xyz 1 1
S 1.10553 0.85412 -3.60300
N -1.29259 -0.35751 -0.08462
C -2.42507 -0.27814 -1.03098
C 1.87626 1.49383 0.56518
C -0.18980 -1.33331 -0.38105
C 0.60902 0.63879 0.95328
C 0.59149 -0.07314 -2.51099
C 0.24109 -1.25274 -1.83493
C 0.24760 0.78545 2.49267
C -0.56965 0.90429 0.11696
C 0.91495 -0.84201 0.61949
H -1.18051 1.68529 0.42667
H 1.14625 -1.89051 -1.73268
H -3.15783 0.50346 -0.78864
H -0.47962 -2.36536 -0.19506
H 1.02352 0.18826 2.98103
H 1.86345 -0.97416 0.15976
H -1.84650 -0.58002 0.86782
H 0.63198 -1.54870 1.42939
H 1.77591 2.57786 0.98172
H 2.71444 1.15032 1.20507
H -1.89337 0.06987 -1.96833
H -2.93263 -1.25427 -1.18692
H -0.39364 -1.84603 -2.43974
H 0.45039 1.85736 2.81207
H -0.88040 0.48815 2.59167
H 2.04972 1.39886 -0.44582
*
```

Output
E_LUMO (alpha / beta)	-3.580 / -4.521	eV
energy	-21906.2980	eV
energy above the lowest of the compared OMol25 structures with the same formula, charge and spin	72.8	kcal/mol
Kohn-Sham gap (alpha / beta)	8.982 / 5.887	eV

=====

(6)
This record from the OMol25 dataset describes C9H16O6 in the gas phase in a non-equilibrium geometry. The level of theory is wB97M-V/def2-TZVPD.

```
! wB97M-V def2-TZVPD RIJCOSX def2/J DEFGRID3
* xyz 0 1
O 0.15705 1.38060 -0.49154
O -0.48893 0.09605 -4.03877
O -0.80953 0.45859 1.21866
O -0.20527 -1.90636 1.51526
O -1.82104 -1.08396 -0.10273
O -2.65430 -0.90307 -2.71811
C 0.37248 1.27862 -1.95371
C 1.00651 -1.85630 0.79796
C -2.27985 -1.13261 2.33750
C -1.88838 0.16311 -2.18124
C 1.82964 0.99258 -2.14894
C -1.15270 1.16033 0.02427
C -0.36457 0.08493 -2.54239
C -1.29242 -0.89874 1.18066
C -2.10474 0.21978 -0.70880
H 0.26949 2.16864 -2.54924
H -1.39205 2.10213 0.06419
H 1.64894 -2.66527 1.32456
H -2.70649 -2.14194 2.14996
H -3.20922 0.46609 -0.49461
H 2.38484 1.94410 -1.72527
H -3.13890 -0.39683 2.30957
H 1.56928 -0.88844 0.86195
H 1.02641 -2.20871 -0.21816
H -1.88456 -1.01777 3.34177
H -2.23646 1.09267 -2.56973
H -2.50033 -1.80411 -2.24349
H 0.19188 -0.80803 -2.23410
H 2.16624 0.26282 -1.49255
H -1.26701 -0.52943 -4.22392
H 2.15543 0.67627 -3.18316
*
```

Output
structure (SMILES)	CO[C@@]1(C)O[C@H]2O[C@@H](C)[C@H](O)[C@@H](O)[C@H]2O1
E_LUMO	0.668	eV
energy	-21874.4806	eV
energy above the lowest of the compared OMol25 structures with the same formula, charge and spin	50.7	kcal/mol
Kohn-Sham gap	10.838	eV

=====

Which of these has the lowest energy? C9H16N4O5